Below is C4H11Cl2IrTi as an isolated structure in a non-equilibrium geometry, with properties calculated with ωB97M-V/def2-TZVPD.

Structure (XYZ):
```
19
C4H11Cl2IrTi (ωB97M-V/def2-TZVPD)
Ti -0.863 -1.439 0.326
Cl 0.143 -1.437 -1.795
C 0.196 1.676 -0.895
C -2.727 -0.564 0.245
H -0.821 1.794 -0.474
H 0.838 2.531 -0.627
H 0.176 1.542 -1.993
H -2.587 0.516 0.231
H -3.364 -0.853 1.099
H -3.195 -0.893 -0.693
Ir 0.992 -0.006 -0.120
C 2.946 -0.026 -0.486
C -0.199 0.033 1.416
H 3.221 1.024 -0.680
H 3.467 -0.390 0.413
H 3.227 -0.649 -1.350
H 0.082 -0.512 2.335
H -0.715 0.984 1.564
Cl -0.818 -3.333 1.485
```

Values from the calculation:
E_LUMO (alpha / beta) ... 3.02 / 2.06 eV
Charge ... -1
Kohn-Sham gap (alpha / beta) ... 5.467 / 6.588 eV
Multiplicity ... 6

Atom charges from the natural (NBO) analysis, given in e for atoms 1 to 4: Ti 0.85; Cl -0.39; C -1.02; C -1.14

=====

Below is C4H11ClHfNO2Tl as an isolated structure in a non-equilibrium geometry, with properties calculated with ωB97M-V/def2-TZVPD.

Structure (XYZ):
```
21
C4H11ClHfNO2Tl (ωB97M-V/def2-TZVPD)
Tl 0.294 0.240 -1.808
Cl 1.064 -1.798 0.216
C 2.226 1.156 -1.886
C -0.777 -1.161 -3.000
H 2.327 1.578 -2.901
H 2.273 1.937 -1.117
H 2.958 0.361 -1.698
H -0.748 -0.782 -4.035
H -1.804 -1.229 -2.621
H -0.250 -2.120 -2.900
Hf -0.050 -0.083 1.578
C -1.711 -1.078 2.494
C -0.947 1.140 0.090
H -2.636 -0.637 2.086
H -1.744 -2.156 2.275
H -1.743 -0.954 3.586
H -1.942 0.961 -0.351
H -0.687 2.195 -0.092
O 1.907 0.556 4.240
N 1.186 0.376 3.294
O 0.807 1.498 2.549
```

Values from the calculation:
E_LUMO ... -1.14 eV
Charge ... 0
Kohn-Sham gap ... 7.078 eV
Energy relative to the best compared isomer or geometry (same formula, charge and spin) ... 0.000 eV

Atom charges from the Löwdin analysis, given in e for atoms 1 to 4: Tl 0.88; Cl -0.02; C -0.29; C -0.29